Formula: CH3FIN
Source: OMol25
Level of theory: ωB97M-V with the def2-TZVPD basis set

Cartesian coordinates (Å):
C -0.878 -0.078 -0.042
N -1.962 0.117 -0.626
F -3.043 0.278 0.152
H -0.956 -0.386 1.054
H 0.047 -0.417 -0.484
I 3.470 0.352 -0.783
H 3.322 0.134 0.730

Values from the calculation:
Lowest unoccupied orbital energy (Eh): 0.02093
Relative energy (zero: lowest compared OMol25 entry of this formula, charge and spin) (kcal/mol): 60.36
E_tot (eV): -13390.77659
Orbital gap (Eh): 0.4041
SMILES string: C=NF.I



Formula: C3H9NOP2
Source: OMol25
Level of theory: ωB97M-V with the def2-TZVPD basis set

Cartesian coordinates (Å):
C -0.081 0.515 -1.517
C 0.073 1.523 -0.357
C 0.520 -0.872 -1.083
N -0.380 1.027 0.907
O -0.487 -1.579 -0.321
P 0.511 0.125 1.956
P -0.857 -0.886 3.040
H -1.151 0.224 -1.735
H 0.335 1.038 -2.432
H 1.221 1.817 -0.337
H -0.543 2.474 -0.479
H 1.018 -1.430 -1.870
H 1.476 -0.659 -0.470
H -1.375 0.709 0.943
H -0.026 -1.546 4.015
H -0.255 -2.479 -0.259

Values from the calculation:
Lowest unoccupied orbital energy (Eh): 0.00990
Relative energy (zero: lowest compared OMol25 entry of this formula, charge and spin) (kcal/mol): 5.26
E_tot (eV): -25370.39744
Orbital gap (Eh): 0.3050



> Which value of E_tot does entry 1 give?

-13390.77659 eV